Entry 1:
ORCA calculation (the ωB97M-V functional and the def2-TZVPD basis) on a cluster of 7 separate species, C23H47NO18 in total at a distorted geometry.

Geometry as ORCA input:
```
! wB97M-V def2-TZVPD RIJCOSX def2/J DEFGRID3
* xyz 1 2
C 6.77 0.96 6.07
O 7.57 -0.22 5.96
C 8.21 -0.37 4.63
C 7.15 -0.66 3.47
O 6.37 -1.81 3.89
C 5.33 -1.96 2.97
C 4.10 -1.08 3.36
O 2.96 -1.70 2.80
C 1.71 -1.10 3.20
H 7.42 1.79 5.81
H 6.45 1.09 7.11
H 5.89 0.84 5.45
H 8.80 -1.28 4.67
H 8.98 0.38 4.45
H 7.75 -0.82 2.58
H 6.58 0.27 3.37
H 5.10 -3.02 3.07
H 5.49 -1.69 1.92
H 4.14 -0.07 2.94
H 3.93 -1.02 4.44
H 1.56 -1.13 4.28
H 0.92 -1.58 2.63
H 1.65 -0.05 2.91
C -1.40 -3.21 0.83
O -1.45 -3.11 2.28
C -2.60 -3.48 2.80
O -3.73 -3.51 2.26
O -2.39 -3.53 4.15
C -3.52 -3.76 4.97
H -0.70 -2.41 0.58
H -2.34 -2.90 0.39
H -1.02 -4.19 0.54
H -4.43 -4.14 4.50
H -3.78 -2.84 5.48
H -3.37 -4.46 5.79
C 1.22 6.03 -7.10
O 0.16 5.35 -6.41
C 0.00 5.45 -5.10
O 0.68 6.04 -4.33
O -1.10 4.82 -4.87
C -1.59 4.59 -3.53
H 1.09 7.09 -6.86
H 1.15 5.83 -8.17
H 2.19 5.75 -6.70
H -1.47 5.50 -2.95
H -0.92 3.87 -3.07
H -2.61 4.27 -3.34
C -6.40 -0.89 3.07
O -6.11 -1.13 1.71
C -5.15 -0.45 1.06
O -4.27 0.17 1.62
O -5.44 -0.51 -0.22
C -4.52 0.15 -1.12
H -7.36 -1.38 3.26
H -6.41 0.18 3.28
H -5.66 -1.39 3.69
H -4.80 1.20 -1.22
H -4.59 -0.39 -2.06
H -3.48 0.05 -0.79
C -2.65 0.53 -4.07
O -3.56 -0.46 -4.56
C -3.27 -1.06 -5.69
O -2.32 -0.76 -6.40
O -4.13 -2.07 -5.86
C -4.14 -2.89 -6.99
H -3.07 1.11 -3.25
H -2.54 1.27 -4.87
H -1.70 0.03 -3.89
H -3.39 -3.67 -6.92
H -3.90 -2.48 -7.97
H -5.16 -3.26 -7.08
C 2.78 1.71 0.03
O 2.01 1.16 -1.10
C 1.32 0.04 -1.02
O 1.00 -0.58 -0.03
O 0.97 -0.28 -2.24
C 0.44 -1.52 -2.55
H 2.33 2.63 0.42
H 3.75 2.05 -0.31
H 2.93 1.04 0.88
H -0.51 -1.55 -2.02
H 1.08 -2.34 -2.22
H 0.21 -1.57 -3.62
C -1.10 1.20 1.28
C -1.44 1.92 0.02
N -1.64 2.46 -1.00
H -1.30 0.14 1.12
H -1.69 1.63 2.09
H -0.02 1.11 1.41
*
```

Output
* gap between HOMO and LUMO (spin up / spin down): 9.044 / 2.606 eV
* HOMO (spin up / spin down): -11.88 / -11.88 eV
* E_LUMO (spin up / spin down): -2.83 / -9.27 eV

---

Entry 2:
ORCA calculation (the ωB97M-V functional and the def2-TZVPD basis) on a structure of composition C23H48GdNO2P3 at a distorted geometry.

Geometry as ORCA input:
```
! wB97M-V def2-TZVPD RIJCOSX def2/J DEFGRID3
* xyz 3 8
Gd 0.14 0.25 -0.40
P -1.42 -2.00 0.87
P -0.09 -1.04 -2.75
P -2.51 0.97 -0.27
H 1.27 3.38 2.09
C 0.31 3.19 2.57
C 0.04 2.31 3.54
H 0.80 1.63 3.98
C -0.33 -3.28 1.63
C -2.42 -3.10 -0.21
C -2.55 -1.83 2.31
C 0.71 0.13 -3.91
C 0.82 -2.57 -3.13
C -1.75 -1.23 -3.58
C -3.09 1.63 1.33
C -4.00 -0.09 -0.53
C -2.96 2.41 -1.33
H -0.49 3.87 2.20
H -0.97 2.29 3.99
H 0.00 -2.92 2.62
H 0.53 -3.47 0.98
H -0.91 -4.20 1.75
H -1.84 -3.38 -1.09
H -3.35 -2.61 -0.52
H -2.66 -4.01 0.37
H -2.02 -1.30 3.10
H -2.81 -2.84 2.67
H -3.47 -1.29 2.06
H 0.74 -0.40 -4.87
H 1.74 0.36 -3.61
H 0.21 1.10 -4.09
H 1.15 -2.71 -4.17
H 0.22 -3.45 -2.88
H 1.71 -2.60 -2.51
H -1.67 -1.44 -4.66
H -2.35 -0.31 -3.46
H -2.33 -2.04 -3.13
H -3.82 2.39 1.04
H -2.28 2.07 1.94
H -3.57 0.83 1.91
H -4.82 0.63 -0.68
H -4.21 -0.72 0.36
H -3.88 -0.72 -1.43
H -3.97 2.79 -1.14
H -2.84 2.15 -2.39
H -2.22 3.19 -1.16
C 0.11 3.95 -1.88
C 0.93 4.32 -2.98
C 0.61 5.52 -3.66
C -0.41 6.36 -3.17
C -0.97 6.13 -1.90
C -0.70 4.90 -1.25
O -0.19 2.50 -1.59
H 0.54 1.92 -1.89
H 1.80 3.66 -3.24
H 1.09 5.73 -4.63
H -0.73 7.23 -3.78
H -1.66 6.85 -1.46
H -1.15 4.70 -0.25
O 1.77 -0.49 0.76
C 2.62 -1.16 1.48
C 2.57 -1.26 2.97
C 2.59 -2.68 3.51
C 3.94 -3.37 3.63
C 4.58 -3.64 2.27
C 4.82 -2.34 1.49
N 3.61 -1.78 0.88
H 3.39 -0.64 3.38
H 1.64 -0.77 3.27
H 2.11 -2.69 4.51
H 1.98 -3.32 2.86
H 4.65 -2.78 4.23
H 3.81 -4.32 4.18
H 5.54 -4.17 2.40
H 3.96 -4.36 1.73
H 5.28 -1.65 2.22
H 5.53 -2.58 0.68
H 3.58 -1.78 -0.14
*
```

Output
* gap between HOMO and LUMO (spin up / spin down): 6.910 / 4.315 eV
* HOMO (spin up / spin down): -16.38 / -16.35 eV
* E_LUMO (spin up / spin down): -9.47 / -12.03 eV
* relative energy (zero: lowest compared OMol25 entry of this formula, charge and spin): 0.0 kcal/mol

---

Entry 3:
ORCA calculation (the ωB97M-V functional and the def2-TZVPD basis) on a cluster of 7 separate species, C23H48N2O10S in total at a distorted geometry.

Geometry as ORCA input:
```
! wB97M-V def2-TZVPD RIJCOSX def2/J DEFGRID3
* xyz 1 2
C -3.37 -0.37 2.28
O -2.89 -1.37 1.77
N -4.04 -0.51 3.40
N -3.15 0.87 1.95
H -4.33 0.32 3.89
H -4.10 -1.47 3.72
H -3.52 1.55 2.60
H -2.80 1.24 1.08
C 0.21 0.56 -0.95
C -0.10 0.42 0.55
O 1.09 0.08 1.22
S 2.33 -0.37 0.16
O 2.77 -1.74 0.43
O 3.29 0.71 0.20
O 1.35 -0.28 -1.21
H 0.45 1.61 -1.13
H -0.61 0.22 -1.59
H -0.78 -0.38 0.82
H -0.51 1.31 1.03
C -0.64 -1.12 4.20
C 0.79 -1.46 4.07
C 1.05 -1.80 5.51
O 0.29 -0.88 6.33
C -0.83 -0.41 5.56
H -1.10 -2.11 4.30
H -1.00 -0.54 3.35
H 1.24 -0.55 3.68
H 0.90 -2.31 3.39
H 2.13 -1.73 5.69
H 0.66 -2.79 5.73
H -0.90 0.66 5.39
H -1.77 -0.66 6.06
C -0.15 -2.97 -3.15
C -0.20 -3.12 -1.64
C -1.19 -4.24 -1.50
O -2.19 -3.89 -2.43
C -1.59 -3.43 -3.59
H 0.67 -3.55 -3.58
H 0.05 -1.91 -3.34
H -0.64 -2.16 -1.36
H 0.74 -3.22 -1.10
H -1.65 -4.29 -0.51
H -0.84 -5.23 -1.77
H -2.10 -2.54 -3.94
H -1.51 -4.11 -4.45
C 1.63 4.20 -0.55
C 0.57 5.20 -1.00
C -0.09 4.57 -2.24
O 1.08 3.84 -2.79
C 2.12 3.77 -1.93
H 0.97 3.51 -0.03
H 2.36 4.59 0.16
H 1.00 6.16 -1.29
H -0.13 5.43 -0.20
H -0.28 5.29 -3.03
H -0.84 3.82 -2.00
H 2.80 4.47 -2.42
H 2.61 2.80 -1.95
C -3.26 4.92 0.13
C -2.53 4.92 1.44
C -1.58 3.76 1.34
O -1.80 3.15 0.08
C -3.11 3.48 -0.39
H -2.80 5.49 -0.68
H -4.27 5.31 0.16
H -3.20 4.89 2.30
H -2.07 5.90 1.57
H -1.84 3.03 2.10
H -0.55 4.03 1.58
H -3.88 2.76 -0.10
H -2.97 3.35 -1.46
C 4.21 -3.21 -2.93
C 3.67 -4.30 -2.04
C 2.82 -5.23 -2.96
O 3.07 -4.77 -4.30
C 4.27 -3.90 -4.26
H 5.22 -2.88 -2.70
H 3.59 -2.32 -3.04
H 3.12 -3.94 -1.18
H 4.49 -4.82 -1.53
H 1.77 -5.18 -2.66
H 3.01 -6.28 -2.75
H 4.22 -3.30 -5.17
H 5.13 -4.56 -4.38
*
```

Output
* gap between HOMO and LUMO (spin up / spin down): 8.106 / 2.111 eV
* HOMO (spin up / spin down): -10.97 / -10.97 eV
* E_LUMO (spin up / spin down): -2.86 / -8.86 eV

---

Entry 4:
ORCA calculation (the ωB97M-V functional and the def2-TZVPD basis) on a structure of composition C23H48N2O2OsP2 at a distorted geometry.

Geometry as ORCA input:
```
! wB97M-V def2-TZVPD RIJCOSX def2/J DEFGRID3
* xyz 4 5
Os 0.91 1.01 -1.14
C 1.64 1.05 -2.83
O 2.10 0.89 -3.90
C 1.27 2.74 -0.65
O 1.44 3.83 -0.20
P -1.51 0.25 -1.18
C -2.77 1.09 -0.08
H -3.60 1.35 -0.75
C -1.66 1.70 -2.45
H -0.78 2.32 -2.11
C -2.85 -0.94 -2.06
H -3.23 -1.73 -1.39
C 1.91 -2.35 0.16
P 1.60 -0.48 0.57
H 3.03 -1.10 2.65
H 1.03 -2.93 0.47
C 3.44 -0.11 0.49
H 3.91 -1.00 0.94
C -1.44 1.32 -3.91
H -2.39 1.04 -4.43
H -0.70 0.53 -4.07
H -1.05 2.22 -4.43
C -2.92 2.63 -2.49
H -2.78 3.38 -3.30
H -3.10 3.20 -1.57
H -3.84 2.08 -2.74
C -4.13 -0.27 -2.60
H -4.65 0.38 -1.88
H -4.86 -1.07 -2.83
H -3.97 0.29 -3.53
C -2.10 -1.69 -3.15
H -2.68 -2.58 -3.44
H -1.12 -2.02 -2.79
H -1.96 -1.08 -4.04
C -3.30 0.15 0.99
H -3.91 -0.75 0.54
H -4.08 0.67 1.60
H -2.52 -0.19 1.67
C -2.25 2.38 0.53
H -1.66 2.17 1.45
H -3.11 3.02 0.81
H -1.60 2.96 -0.15
C 3.16 -3.05 0.77
H 3.33 -2.92 1.84
H 4.08 -2.76 0.24
H 3.04 -4.13 0.60
C 1.98 -2.57 -1.34
H 2.96 -2.28 -1.73
C 1.63 0.34 3.36
H 1.20 -1.99 -1.86
H 1.84 -3.65 -1.51
C 1.14 -2.13 3.07
H 0.80 0.92 2.90
H 1.30 0.06 4.39
H 2.50 1.03 3.50
C 1.93 -0.92 2.52
H 1.30 -2.20 4.19
H 1.64 -3.12 2.83
H 0.05 -2.02 3.10
C 3.87 1.09 1.32
H 3.14 1.89 1.26
H 4.80 1.44 0.89
H 4.07 0.84 2.36
C 4.02 0.00 -0.90
H 3.84 -0.86 -1.56
H 5.11 0.10 -0.77
H 3.65 0.90 -1.39
H 1.02 -2.81 2.10
H -3.40 -1.08 0.03
N -1.92 1.49 4.43
C -2.02 2.30 5.50
C -1.17 3.37 5.27
C -0.57 3.11 4.02
N -1.04 1.95 3.50
H -2.40 0.59 4.27
H -2.68 2.08 6.33
H -0.98 4.20 5.90
H 0.17 3.70 3.50
*
```

Output
* gap between HOMO and LUMO (spin up / spin down): 5.978 / 4.836 eV
* HOMO (spin up / spin down): -18.44 / -20.66 eV
* E_LUMO (spin up / spin down): -12.47 / -15.82 eV
* relative energy (zero: lowest compared OMol25 entry of this formula, charge and spin): 87.7 kcal/mol

---

Entry 5:
ORCA calculation (the ωB97M-V functional and the def2-TZVPD basis) on a structure of composition C23H48N2O2P2Tc at a distorted geometry.

Geometry as ORCA input:
```
! wB97M-V def2-TZVPD RIJCOSX def2/J DEFGRID3
* xyz 4 4
Tc -0.13 0.09 0.18
C -0.90 -1.36 1.20
O -1.27 -2.35 1.72
C 0.72 1.12 -1.22
O 1.26 1.75 -2.06
P 2.04 -0.32 1.14
C 3.11 -1.58 0.29
H 4.10 -1.47 0.75
C 3.19 1.21 1.08
H 3.05 1.55 0.03
C 2.08 -1.07 2.88
H 1.62 -2.05 2.68
C -3.51 -0.60 -0.67
P -1.92 -0.06 -1.53
H -2.27 -1.30 -3.49
H -3.23 -1.59 -0.25
C -2.59 1.16 -2.81
H -3.47 0.63 -3.19
C 2.75 2.35 1.99
H 3.43 3.21 1.85
H 2.81 2.06 3.05
H 1.74 2.70 1.79
C 4.69 0.96 1.30
H 4.87 0.65 2.33
H 5.23 1.90 1.13
H 5.11 0.21 0.62
C 3.48 -1.30 3.45
H 4.16 -1.79 2.74
H 3.38 -1.96 4.32
H 3.91 -0.35 3.79
C 1.20 -0.39 3.93
H 1.21 -1.01 4.85
H 0.15 -0.30 3.63
H 1.60 0.59 4.21
C 2.68 -3.06 0.54
H 3.28 -3.52 1.35
H 2.85 -3.65 -0.37
H 1.63 -3.16 0.84
C 3.27 -1.34 -1.20
H 2.31 -1.39 -1.71
H 3.89 -2.13 -1.64
H 3.72 -0.38 -1.44
C -4.74 -0.81 -1.59
H -4.53 -1.44 -2.47
H -5.15 0.16 -1.92
H -5.51 -1.30 -0.98
C -3.93 0.28 0.51
H -4.13 1.32 0.21
C -0.18 -1.58 -3.36
H -3.19 0.29 1.32
H -4.87 -0.12 0.92
C -1.93 -2.90 -2.07
H 0.63 -1.60 -2.64
H -0.11 -2.50 -3.97
H 0.01 -0.72 -4.02
C -1.56 -1.54 -2.67
H -1.53 -3.68 -2.72
H -3.02 -3.03 -2.06
H -1.53 -3.08 -1.06
C -1.64 1.45 -3.99
H -0.63 1.71 -3.64
H -2.04 2.32 -4.53
H -1.57 0.62 -4.71
C -3.04 2.53 -2.29
H -2.18 3.14 -1.96
H -3.81 2.49 -1.50
H -3.50 3.08 -3.13
H 0.13 -1.72 -0.58
H 0.75 -2.16 -0.72
N -1.61 2.77 0.76
C -2.04 3.59 1.74
C -1.34 3.26 2.87
C -0.51 2.19 2.54
N -0.69 1.88 1.22
H -2.05 2.70 -0.16
H -2.80 4.33 1.55
H -1.45 3.73 3.83
H 0.13 1.67 3.23
*
```

Output
* gap between HOMO and LUMO (spin up / spin down): 6.981 / 4.118 eV
* HOMO (spin up / spin down): -22.22 / -21.94 eV
* E_LUMO (spin up / spin down): -15.24 / -17.82 eV
* relative energy (zero: lowest compared OMol25 entry of this formula, charge and spin): 0.0 kcal/mol

---

Entry 6:
ORCA calculation (the ωB97M-V functional and the def2-TZVPD basis) on a structure of composition C23H48NOP3RuS at a distorted geometry.

Geometry as ORCA input:
```
! wB97M-V def2-TZVPD RIJCOSX def2/J DEFGRID3
* xyz 4 5
Ru -0.34 0.05 0.30
P 1.83 -0.12 0.77
P -0.08 -1.45 -1.38
P -0.67 0.85 2.44
H -4.71 -0.78 0.34
C -4.00 -0.79 1.18
C -2.55 -0.93 0.62
H -2.59 -1.32 -0.40
C 2.29 -1.62 1.73
C 3.05 -0.17 -0.61
C 2.61 1.25 1.72
C -1.61 -1.91 -2.32
C 0.91 -1.08 -2.90
C 0.59 -3.09 -0.89
C -2.36 1.04 3.15
C -0.16 2.60 2.48
C 0.13 -0.06 3.83
H -4.15 0.11 1.77
H -2.01 0.12 0.70
H 3.37 -1.80 1.61
H 1.74 -2.48 1.35
H 2.05 -1.47 2.79
H 4.06 0.03 -0.22
H 2.80 0.63 -1.34
H 3.05 -1.15 -1.11
H 3.71 1.16 1.65
H 2.33 1.22 2.78
H 2.31 2.22 1.29
H -1.35 -2.20 -3.35
H -2.28 -1.04 -2.38
H -2.13 -2.75 -1.84
H 0.77 -1.91 -3.62
H 1.97 -0.98 -2.70
H 0.53 -0.16 -3.36
H 0.33 -3.83 -1.66
H 0.14 -3.39 0.07
H 1.68 -3.04 -0.78
H -2.30 1.65 4.06
H -2.80 0.06 3.41
H -3.01 1.56 2.44
H -0.98 3.19 2.91
H 0.01 2.94 1.45
H 0.74 2.74 3.08
H -0.42 0.15 4.76
H 1.18 0.24 3.96
H 0.08 -1.14 3.63
C -2.83 -3.66 0.90
C -2.19 -4.79 1.43
C -2.58 -6.06 1.02
C -3.60 -6.18 0.06
C -4.13 -5.06 -0.57
C -3.76 -3.77 -0.15
S -2.34 -2.23 1.84
H -4.32 -1.68 1.81
H -1.41 -4.62 2.18
H -2.11 -6.93 1.46
H -3.94 -7.18 -0.24
H -4.84 -5.15 -1.39
H -4.19 -2.86 -0.59
O 0.11 2.24 -0.65
C 0.77 2.96 -1.43
C 0.67 4.44 -1.34
C 1.98 5.10 -0.92
C 2.94 5.32 -2.10
C 3.43 4.04 -2.76
C 2.32 3.18 -3.36
N 1.61 2.41 -2.34
H 0.35 4.82 -2.31
H -0.10 4.68 -0.60
H 1.77 6.07 -0.46
H 2.49 4.51 -0.15
H 2.44 5.94 -2.85
H 3.81 5.88 -1.75
H 4.12 4.30 -3.57
H 4.00 3.43 -2.04
H 1.61 3.81 -3.91
H 2.75 2.47 -4.08
H 1.43 1.43 -2.54
*
```

Output
* gap between HOMO and LUMO (spin up / spin down): 6.712 / 2.414 eV
* HOMO (spin up / spin down): -19.39 / -19.38 eV
* E_LUMO (spin up / spin down): -12.68 / -16.97 eV
* relative energy (zero: lowest compared OMol25 entry of this formula, charge and spin): 59.4 kcal/mol